C64H158BN10O30 | ωB97M-V/def2-TZVPD

Each line ends with the Mulliken charge.
Element x y z (Å)
O  21.240100  -18.668260  15.449190  -0.640
C  21.248870  -19.028470  16.636220  0.533
O  20.684800  -18.454060  17.717380  -0.376
B  20.838420  -19.391320  18.887070  0.848
O  21.653940  -20.527520  18.294790  -0.477
C  21.759690  -20.422800  16.989060  0.711
O  22.247510  -21.297020  16.255830  -0.688
O  19.517370  -19.797340  19.380820  -0.331
C  19.606780  -19.902060  20.714410  0.623
O  18.739840  -20.364440  21.474440  -0.679
C  20.924170  -19.229940  21.140540  0.576
O  21.566350  -18.797620  20.006690  -0.462
O  21.337910  -19.135480  22.297920  -0.658
C  20.834740  -15.119990  10.096230  -0.387
O  20.873430  -13.858430  10.710640  -0.509
H  20.343560  -15.019860  9.128340  0.221
H  21.871330  -15.448590  10.021300  0.175
H  20.245790  -15.679600  10.822920  0.203
H  19.981300  -13.516270  10.803530  0.297
C  27.259160  -20.621320  13.179240  -0.509
O  27.551870  -20.815040  11.788520  -0.501
H  26.401760  -19.989420  13.410940  0.251
H  27.198230  -21.550900  13.745160  0.236
H  28.144010  -20.169940  13.628010  0.222
H  26.765980  -20.713700  11.246570  0.300
C  26.167960  -16.178620  22.302590  -0.479
O  26.122430  -14.898400  22.884520  -0.490
H  27.149380  -16.324520  21.851340  0.260
H  26.003780  -17.001500  22.998300  0.191
H  25.509980  -16.258640  21.437290  0.236
H  26.186250  -14.252230  22.177420  0.286
C  17.979250  -15.239010  23.571430  -0.510
O  17.709030  -13.970570  23.998360  -0.516
H  17.174940  -15.514800  22.889420  0.277
H  18.970830  -15.364290  23.136490  0.225
H  17.979810  -15.912730  24.428290  0.217
H  17.840670  -13.423120  23.220830  0.309
C  17.017680  -21.676010  28.934670  -0.684
O  18.254900  -22.368380  29.285070  -0.371
C  18.912960  -22.830300  28.123150  -0.587
C  18.450530  -24.244610  27.616250  -0.555
N  18.532120  -25.249350  28.672610  -0.322
C  17.912710  -26.535340  28.358270  -0.777
C  18.094370  -27.539240  29.535980  -0.517
O  17.424360  -27.007150  30.638000  -0.286
C  17.373000  -27.901200  31.738320  -0.760
H  17.248400  -20.755490  28.398470  0.301
H  16.387060  -21.552950  29.815170  0.279
H  16.410700  -22.233890  28.221620  0.255
H  19.984350  -22.775500  28.316110  0.350
H  18.849210  -22.174250  27.255030  0.409
H  19.040610  -24.512650  26.739860  0.351
H  17.439770  -24.152410  27.218800  0.247
H  18.160240  -24.826750  29.511190  0.299
H  18.332140  -26.911170  27.425030  0.416
H  16.883290  -26.430270  28.015700  0.352
H  19.147010  -27.612270  29.809340  0.314
H  17.707570  -28.536600  29.326790  0.437
H  16.830670  -27.461850  32.575540  0.251
H  18.373410  -28.174480  32.073880  0.304
H  16.797580  -28.796570  31.503130  0.295
C  18.276890  -24.384010  18.732630  -0.676
O  16.855390  -24.602340  18.615830  -0.405
C  16.059920  -23.432410  18.465420  -0.153
C  14.669900  -23.903100  18.042740  -0.809
N  13.655310  -22.808960  18.080500  -0.316
C  14.023600  -21.711360  17.176520  -0.450
C  12.806160  -20.828500  16.924150  -0.701
O  12.798650  -20.014710  18.085300  -0.200
C  11.682590  -19.146910  18.150040  -0.854
H  18.579960  -23.614380  19.442500  0.261
H  18.649720  -24.019230  17.775530  0.271
H  18.878480  -25.272550  18.924140  0.302
H  16.472540  -22.705280  17.766050  0.289
H  16.087050  -22.877210  19.403030  0.337
H  14.460140  -24.813790  18.603770  0.340
H  14.663500  -24.238680  17.005700  0.228
H  13.624850  -22.472010  19.032150  0.248
H  14.287960  -22.109490  16.196880  0.451
H  14.930610  -21.169750  17.445020  0.277
H  11.869290  -21.382260  16.863120  0.335
H  13.006590  -20.231640  16.034380  0.348
H  11.566150  -18.670480  17.176620  0.347
H  11.872660  -18.365530  18.885850  0.226
H  10.775240  -19.691400  18.411470  0.307
C  13.795920  -18.761920  9.579020  -0.823
O  13.578500  -17.887190  10.688600  -0.190
C  13.162400  -16.609810  10.277140  -0.643
C  13.209760  -15.729880  11.560850  -0.752
N  14.444030  -15.318070  12.243150  -0.421
C  15.101700  -16.476010  12.763040  -0.095
C  16.196720  -16.004770  13.746730  -0.820
O  15.596180  -15.448700  14.916840  -0.231
C  15.177200  -16.394690  15.916160  -0.792
H  14.666100  -18.472380  8.989900  0.315
H  12.895610  -18.887130  8.977470  0.317
H  13.966210  -19.739140  10.030840  0.235
H  12.177360  -16.653830  9.812540  0.415
H  13.831650  -16.261110  9.490630  0.382
H  12.513850  -16.182300  12.267330  0.370
H  12.775680  -14.801630  11.189330  0.461
H  14.232310  -14.621090  12.942790  0.204
H  15.582490  -17.161140  12.064800  0.239
H  14.342290  -17.041880  13.302660  0.209
H  16.781260  -15.253300  13.215980  0.321
H  16.757090  -16.882890  14.067660  0.443
H  14.609540  -15.872940  16.686650  0.249
H  16.021430  -16.828790  16.451810  0.338
H  14.525810  -17.136370  15.453860  0.264
C  26.015940  -24.511910  21.004410  -0.618
O  26.207110  -23.734770  22.189030  -0.367
C  25.106000  -23.864340  23.082040  -0.431
C  25.280180  -22.738190  24.152130  -0.819
N  26.542850  -22.956120  24.883550  -0.349
C  26.380140  -23.961300  25.897790  -0.366
C  27.741280  -24.358350  26.500760  -0.710
O  28.684500  -24.883270  25.548240  -0.371
C  28.448890  -26.207150  25.204930  -0.621
H  25.905590  -25.547990  21.324520  0.214
H  26.802770  -24.328560  20.272720  0.250
H  25.089880  -24.205180  20.518170  0.306
H  25.090120  -24.840340  23.567090  0.240
H  24.153250  -23.675440  22.587400  0.516
H  24.408660  -22.686100  24.804700  0.375
H  25.287190  -21.792880  23.609510  0.338
H  27.260830  -23.315320  24.270710  0.340
H  25.900980  -24.876420  25.549830  0.175
H  25.746510  -23.561210  26.689340  0.388
H  27.662890  -25.132520  27.264050  0.408
H  28.249210  -23.540150  27.011290  0.310
H  27.449780  -26.323550  24.785040  0.200
H  28.431700  -26.903830  26.043050  0.329
H  29.173080  -26.521430  24.453340  0.261
C  12.652530  -18.280660  26.093680  -0.826
O  12.437900  -19.155940  25.006080  -0.264
C  13.333710  -18.850750  23.982810  -0.455
C  13.097950  -19.760010  22.744840  -0.851
N  13.505580  -21.158760  22.937600  -0.182
C  12.713050  -21.859300  23.973860  -0.527
C  12.883120  -23.369240  23.756030  -0.485
O  12.257820  -24.096970  24.838740  -0.301
C  12.436060  -25.479440  24.822120  -0.736
H  13.654610  -18.097330  26.481390  0.337
H  12.122090  -18.763460  26.914440  0.265
H  12.225180  -17.306670  25.855340  0.307
H  14.366490  -19.027920  24.282920  0.314
H  13.153330  -17.809220  23.716790  0.490
H  13.623130  -19.279260  21.919510  0.357
H  12.053920  -19.734890  22.432640  0.313
H  14.477370  -21.296910  23.175570  0.271
H  11.677070  -21.557900  23.818910  0.295
H  13.025060  -21.584720  24.981500  0.219
H  13.955030  -23.566230  23.773530  0.297
H  12.470640  -23.730670  22.814050  0.332
H  12.050730  -25.893130  25.754050  0.250
H  13.503540  -25.684010  24.904240  0.296
H  12.031780  -25.927390  23.914380  0.286
C  25.234810  -27.273970  15.436710  -0.760
O  25.724360  -27.734840  16.709170  -0.247
C  26.793880  -28.724070  16.706480  -0.716
C  27.498340  -28.747890  18.034480  -0.590
N  26.569880  -29.306770  18.958030  -0.314
C  27.016720  -29.373270  20.376920  -0.628
C  25.813960  -29.742650  21.288840  -0.615
O  24.831840  -28.733730  21.073180  -0.249
C  23.667160  -28.848110  21.908750  -0.788
H  24.737730  -28.177060  15.082540  0.308
H  26.016540  -26.871250  14.792650  0.283
H  24.540050  -26.460140  15.644250  0.216
H  27.509730  -28.530350  15.907650  0.501
H  26.368490  -29.685530  16.418850  0.339
H  27.918980  -27.767380  18.257520  0.339
H  28.339850  -29.438580  17.980610  0.329
H  25.639850  -28.945510  18.801090  0.310
H  27.457840  -28.425810  20.686490  0.334
H  27.740880  -30.163060  20.576740  0.309
H  26.139070  -29.578960  22.316270  0.436
H  25.421790  -30.722090  21.014980  0.373
H  24.090990  -28.725380  22.905450  0.295
H  23.150870  -29.790750  21.727190  0.291
H  22.961010  -28.022540  21.819870  0.245
C  26.988610  -17.214080  28.406060  -0.809
O  25.668510  -16.739400  28.692540  -0.298
C  24.714010  -17.767470  28.435050  -0.421
C  23.309860  -17.237010  28.881530  -0.896
N  23.149240  -15.817250  28.479570  -0.209
C  22.676720  -15.684560  27.127230  -0.724
C  22.575510  -14.230980  26.716300  -0.566
O  23.744350  -13.491020  27.018370  -0.259
C  23.948270  -12.271870  26.331420  -0.830
H  27.700160  -16.391670  28.332310  0.283
H  27.163510  -17.761940  27.480130  0.307
H  27.421310  -17.723380  29.267160  0.302
H  24.925840  -18.686500  28.981500  0.422
H  24.785200  -18.003360  27.373260  0.316
H  23.366450  -17.195880  29.969280  0.390
H  22.501740  -17.948390  28.711240  0.381
H  22.359100  -15.512960  29.030210  0.262
H  21.683610  -16.115640  27.000710  0.365
H  23.319980  -16.238820  26.443770  0.400
H  21.691890  -13.781830  27.169710  0.308
H  22.457880  -14.290650  25.634310  0.363
H  24.061430  -12.449580  25.261970  0.316
H  24.872730  -11.751500  26.581790  0.274
H  23.102410  -11.584400  26.331100  0.324
C  20.645800  -12.844800  18.645470  -0.661
O  19.793670  -11.937610  17.987780  -0.309
C  19.599980  -12.210500  16.579350  -0.568
C  18.674000  -11.193330  15.896830  -0.730
N  17.315810  -11.383060  16.449110  -0.286
C  16.419210  -10.495340  15.688830  -0.670
C  14.920650  -10.688660  15.912630  -0.654
O  14.565340  -12.006250  15.491340  -0.158
C  13.178730  -12.199940  15.513210  -0.885
H  20.221250  -13.840440  18.516820  0.272
H  20.684190  -12.653250  19.717820  0.238
H  21.627120  -12.897770  18.173960  0.292
H  19.091190  -13.162060  16.425220  0.288
H  20.527870  -12.285390  16.012330  0.396
H  18.756550  -11.421590  14.834200  0.397
H  19.011780  -10.158080  15.944410  0.423
H  16.959810  -12.323090  16.350600  0.214
H  16.617550  -10.563020  14.619160  0.338
H  16.758070  -9.507950  16.002430  0.351
H  14.415860  -9.979080  15.257050  0.370
H  14.568740  -10.480810  16.923100  0.442
H  12.601240  -11.704030  14.733040  0.325
H  12.807560  -11.852800  16.477490  0.392
H  12.930440  -13.261040  15.490630  0.195
C  25.273220  -22.671890  6.068930  -1.467
C  25.204530  -23.413640  7.396190  0.451
C  24.097730  -22.887500  8.281480  -0.623
O  24.416780  -21.572160  8.795480  -0.268
C  23.433720  -20.989230  9.573670  -0.849
N  25.068870  -24.824980  7.133420  -0.738
H  25.618170  -21.653050  6.245190  0.329
H  24.305380  -22.639060  5.568630  0.348
H  26.005220  -23.157140  5.423310  0.402
H  26.161680  -23.387450  7.917040  0.328
H  23.919360  -23.647460  9.042220  0.314
H  23.190210  -22.771360  7.689000  0.276
H  22.512230  -20.773460  9.032930  0.350
H  23.799530  -19.990330  9.811320  0.258
H  23.260120  -21.460350  10.541150  0.334
H  24.209430  -24.862290  6.604210  0.280
H  24.895050  -25.158870  8.070660  0.278
C  16.450600  -27.344410  12.008440  -1.427
C  16.112390  -25.924640  12.480330  0.680
C  17.290920  -24.907790  12.356720  -0.788
O  16.753680  -23.619030  12.684880  -0.293
C  17.667400  -22.582700  12.718230  -0.705
N  14.968720  -25.471190  11.738550  -0.855
H  17.288990  -27.802710  12.532990  0.357
H  16.756670  -27.415300  10.964700  0.345
H  15.581450  -27.960220  12.239660  0.330
H  15.707070  -25.965540  13.491340  0.151
H  17.801800  -24.943450  11.394510  0.433
H  18.057610  -25.199410  13.074520  0.376
H  17.132710  -21.634850  12.656640  0.203
H  18.391900  -22.676940  11.909340  0.307
H  18.036780  -22.611980  13.743320  0.275
H  15.065740  -24.474570  11.870570  0.325
H  14.096360  -25.674880  12.205030  0.285

Atomic forces in eV per Å
O -0.07 0.08 3.28
C -1.18 0.41 -3.14
O 0.92 -0.76 -0.83
B 0.73 0.41 -1.56
O -0.81 -0.05 0.78
C 1.77 -2.16 -0.49
O -1.40 2.49 1.49
O 0.37 -0.58 1.03
C -2.73 -0.69 1.19
O 2.54 1.21 -2.18
C 2.04 0.47 1.77
O -1.19 -0.85 1.70
O -1.05 -0.04 -3.05
C -0.59 0.44 0.78
O 0.61 1.65 0.19
H 0.11 -0.55 -0.19
H -0.28 -0.27 -0.11
H 0.14 -1.20 -0.65
H 0.00 -0.07 -0.01
C 0.83 -0.03 0.17
O -0.14 0.07 0.48
H -0.07 -0.06 -0.32
H -0.51 -0.37 -0.37
H 0.02 0.42 -0.19
H -0.15 -0.06 0.19
C 0.74 -0.19 -1.30
O -0.33 0.16 0.65
H 0.40 -0.27 0.16
H -0.25 0.49 0.22
H -0.57 -0.16 0.24
H -0.01 -0.02 0.02
C -0.04 -1.96 -0.11
O 0.13 2.11 0.55
H 0.26 -0.71 -0.31
H 0.03 0.10 -0.39
H -0.26 -0.01 0.05
H -0.12 0.45 0.20
C 0.59 -0.76 -0.23
O -1.42 0.52 -0.71
C 0.52 -1.02 -0.75
C 0.18 0.69 0.80
N 0.40 0.07 -0.38
C 0.37 -0.05 0.16
C -0.01 0.92 -0.84
O -0.87 0.17 1.14
C -0.22 0.21 -0.13
H 0.08 0.36 0.45
H 0.46 0.27 0.10
H 0.08 -0.49 -0.03
H 0.05 -0.61 0.43
H -0.66 0.48 0.01
H 0.38 -0.10 0.11
H -0.52 0.11 0.01
H -0.19 -0.26 0.20
H 0.77 -0.28 0.18
H -0.74 0.00 0.69
H 0.35 -0.12 -0.34
H -0.07 -0.14 -0.39
H 0.18 0.47 -0.17
H 0.15 -0.11 0.01
H 0.13 -0.32 -0.33
C -0.23 0.79 -0.97
O 1.09 -0.32 0.22
C 0.56 -0.35 0.13
C 0.01 0.91 -0.43
N 0.90 -0.98 0.12
C -0.87 -1.05 -0.94
C 1.55 0.35 1.32
O -0.62 0.72 0.33
C 0.48 -0.10 -0.26
H -0.45 0.02 0.43
H 0.01 0.13 -0.29
H -0.79 -0.38 0.26
H 0.31 -0.26 -0.53
H -0.53 -0.01 0.43
H -0.61 0.37 0.44
H 0.40 -0.02 -0.14
H -0.18 0.32 0.14
H -0.03 -0.64 -0.09
H -0.31 0.58 0.40
H 0.09 -0.27 -0.26
H -0.33 0.27 -0.23
H -0.29 0.20 -0.13
H 0.06 -0.16 0.09
H -0.19 -0.04 0.00
C -0.25 -0.42 1.28
O -0.01 -0.91 -0.99
C 1.58 0.14 1.35
C -0.97 1.45 -1.04
N -0.20 -0.91 -2.70
C 1.00 0.38 1.99
C -1.49 -1.24 0.34
O 0.01 0.54 0.48
C 0.14 0.62 -0.62
H -0.06 0.15 -0.16
H -0.07 0.35 -0.31
H 0.27 -0.03 -0.12
H -0.45 0.19 0.36
H 0.32 0.39 -0.02
H -0.25 -0.22 0.15
H -0.42 0.25 0.30
H 0.04 -0.24 0.23
H -0.31 0.43 -0.55
H 0.12 -0.70 0.29
H 0.24 0.06 0.48
H 0.59 0.09 -0.24
H -0.10 0.30 -0.29
H 0.21 -0.33 -0.34
H 0.11 -0.33 0.20
C -0.59 0.36 0.64
O -0.23 -0.07 -0.27
C 0.15 1.55 0.60
C 0.79 -1.02 -1.18
N -0.60 0.32 0.28
C 0.84 -0.24 0.87
C 0.42 -0.42 0.01
O -0.01 0.96 0.29
C -0.80 -0.46 -0.50
H 0.25 -0.34 -0.49
H 0.28 -0.18 0.46
H -0.23 -0.02 -0.06
H 0.00 -0.30 -0.12
H -0.11 -0.24 -0.35
H 0.18 -0.25 0.30
H 0.28 0.05 0.03
H 0.01 0.33 -0.56
H -0.25 -0.28 -0.18
H 0.00 -0.05 0.23
H -0.61 -0.13 0.22
H -0.13 0.33 -0.40
H -0.20 -0.01 -0.44
H 0.50 0.02 0.45
H 0.05 0.07 0.16
C -1.25 -0.33 0.68
O 0.74 -0.08 0.73
C -0.47 -0.68 -1.59
C 0.49 0.22 0.84
N -0.81 -0.13 0.15
C 0.01 -0.33 -0.97
C -0.30 -0.32 1.10
O -0.27 1.34 -0.16
C 0.96 0.27 0.24
H 0.56 -0.44 -0.67
H -0.24 0.42 0.15
H -0.15 0.20 0.14
H 0.25 0.30 0.25
H 0.43 0.34 -0.28
H 0.38 -0.34 -0.09
H -0.18 -0.14 0.26
H 0.26 0.53 -0.25
H -0.07 -0.10 0.27
H -0.18 -0.14 0.14
H 0.28 -0.27 -0.13
H -0.01 0.25 -0.23
H -0.60 0.02 -0.27
H 0.38 -0.30 -0.42
H -0.16 -0.29 0.07
C 0.23 -1.07 1.39
O 1.22 0.32 0.58
C -0.53 0.97 -1.55
C -0.31 -0.78 -0.51
N 0.33 -0.79 1.78
C -1.84 -0.14 -0.58
C 0.37 2.06 -0.78
O -1.14 0.31 -0.74
C 1.49 0.14 0.20
H -0.26 0.44 -1.11
H 0.17 -0.34 -0.14
H -0.12 -0.25 0.03
H 0.17 0.53 -0.15
H -0.14 -0.33 0.44
H -0.18 0.42 0.25
H 0.29 -0.02 -0.29
H 0.03 0.28 0.65
H -0.02 0.21 0.25
H 0.31 -0.09 -0.54
H 0.11 -0.94 0.34
H 0.06 -0.22 0.38
H -0.55 -0.62 0.60
H 0.00 -0.12 0.29
H 0.31 0.09 -0.75
C 0.61 0.95 0.78
O 0.83 -1.02 -0.42
C -0.83 0.84 -0.04
C 2.01 0.75 0.66
N -0.94 -1.48 0.42
C 0.48 0.14 -0.30
C 0.51 0.16 -0.79
O 0.49 0.25 0.59
C -0.54 -0.46 -1.37
H -0.52 0.68 -0.16
H -0.72 -0.37 -0.04
H -0.35 -0.81 0.04
H 0.17 -0.12 0.22
H -0.33 -0.11 -0.24
H 0.12 -0.01 0.19
H -0.18 0.00 -0.81
H 0.07 0.48 0.49
H -0.38 -0.12 -0.18
H 0.28 0.15 0.02
H -0.14 0.28 0.06
H -0.36 0.44 -0.30
H 0.10 -0.42 -0.40
H -0.15 -0.36 0.80
H -0.24 0.14 0.75
C -0.57 -0.91 -0.79
O -0.15 0.67 -1.09
C -0.23 0.53 0.57
C 0.00 -1.40 1.09
N -0.31 1.22 -0.89
C 0.23 -0.10 0.91
C 0.48 -0.19 -0.77
O 0.25 0.23 -0.11
C -0.35 -0.34 0.95
H 0.00 -0.40 0.18
H 0.09 0.41 -0.23
H 0.33 0.30 0.21
H 0.03 -0.44 0.35
H 0.45 0.17 0.28
H -0.29 -0.25 -0.45
H -0.15 0.08 0.65
H 0.44 -0.38 -0.16
H -0.11 -0.12 -0.38
H -0.55 0.42 -0.14
H -0.15 0.29 -0.11
H 0.21 -0.22 0.32
H 0.28 0.30 -0.32
H -0.34 0.19 0.17
H 0.38 -0.10 -0.25
C 0.72 0.30 0.39
C 1.04 0.83 -0.59
C 0.06 1.17 0.10
O 0.70 -1.75 -0.64
C -0.12 1.40 0.47
N -0.57 0.12 0.09
H -0.18 0.10 -0.11
H -0.09 -0.07 0.00
H -0.08 -0.02 -0.07
H 0.09 0.83 0.16
H -0.14 0.29 0.64
H -0.34 -0.23 -0.13
H -0.36 -0.55 -0.11
H 0.18 0.08 0.11
H -0.20 -0.48 -0.10
H -0.42 -0.88 -0.09
H -0.28 -1.12 -0.07
C 0.62 0.00 0.67
C 0.47 -0.81 -0.03
C -1.03 -0.35 1.11
O -1.06 -1.72 -1.09
C 0.01 0.41 0.91
N -0.33 1.39 -1.23
H 0.08 0.15 0.44
H -0.55 0.28 -0.18
H 0.00 -0.14 -0.43
H 1.18 -0.12 0.72
H -0.39 0.24 -0.48
H 0.09 0.03 0.35
H -0.08 -0.02 -0.37
H 0.36 0.20 0.25
H 1.18 0.31 -0.18
H -0.54 0.60 -0.52
H 0.01 -0.42 0.11

Properties
Total charge = -1
E_LUMO = 0.0601 Ha
Maximum force = 3.56 eV/A